[1]
Below is a molecular structure, C24H25F2NO3PdSe2 at a distorted geometry, with properties calculated with wB97M-V/def2-TZVPD.

**Total charge**: +2
**Lowest unoccupied orbital energy (alpha / beta)**: -9.88 / -9.91 eV

The geometry in XYZ format:
```
58
Properties=species:S:1:pos:R:3:mulliken_charge:R:1
Pd 2.30 0.78 -0.02 0.401
C 6.12 1.04 -0.41 -1.028
Se 4.55 0.27 -1.27 0.409
C 4.32 1.76 -2.57 -0.738
C 3.88 3.05 -1.91 -0.733
Se 1.97 2.99 -1.37 0.450
C 1.94 4.59 -0.25 -1.002
H 6.94 1.03 -1.13 0.392
H 6.40 0.44 0.45 0.367
H 5.93 2.06 -0.09 0.322
H 3.59 1.42 -3.32 0.427
H 5.29 1.89 -3.06 0.482
H 4.00 3.89 -2.60 0.494
H 4.46 3.27 -1.01 0.259
H 2.02 5.47 -0.87 0.394
H 2.76 4.57 0.47 0.328
H 0.99 4.61 0.28 0.368
C -3.88 -3.99 -2.01 -1.343
C -3.59 -3.52 -0.58 -0.282
C -4.86 -3.13 0.18 -1.055
C -5.49 -1.89 -0.43 -1.088
C -4.49 -0.79 -0.55 1.037
C -4.90 0.53 -0.58 -0.744
C -3.97 1.55 -0.72 0.101
F -4.38 2.81 -0.77 -0.321
C -2.62 1.29 -0.80 -1.195
C -2.17 -0.03 -0.73 0.447
C -0.73 -0.29 -0.71 1.436
O 0.07 0.67 -0.71 -0.888
C -0.39 -1.67 -0.70 -0.026
C -1.36 -2.64 -0.64 -0.235
N -2.66 -2.39 -0.60 0.156
C -3.11 -1.09 -0.64 -0.255
C 1.11 -2.17 -0.73 0.039
O 1.20 -3.36 -0.51 -0.616
O 1.96 -1.30 -0.97 -0.623
H -4.62 -4.78 -1.97 0.392
H -2.98 -4.39 -2.47 0.399
H -4.26 -3.19 -2.64 0.390
H -3.08 -4.33 -0.04 0.484
H -4.61 -2.95 1.23 0.350
H -5.56 -3.97 0.15 0.428
H -6.34 -1.56 0.16 0.494
H -5.88 -2.13 -1.43 0.359
H -5.95 0.77 -0.49 0.562
H -1.92 2.09 -0.92 0.584
H -1.05 -3.68 -0.61 0.606
F 1.88 0.40 6.15 -0.274
C 2.00 0.50 4.83 0.232
C 1.63 -0.59 4.04 -0.664
C 1.76 -0.48 2.66 0.079
C 2.24 0.71 2.10 0.269
C 2.60 1.78 2.91 0.021
C 2.49 1.68 4.29 -0.600
H 1.27 -1.49 4.49 0.496
H 1.48 -1.33 2.04 0.389
H 2.97 2.71 2.48 0.385
H 2.77 2.50 4.93 0.481
```

=====

[2]
Below is a molecular structure, C37H41BrIrNO2S, with properties calculated with wB97M-V/def2-TZVPD.

**Spin multiplicity**: 2
**Total charge**: +1
**Lowest unoccupied orbital energy (alpha / beta)**: -3.15 / -4.97 eV

The geometry in XYZ format:
```
84
Properties=species:S:1:pos:R:3:mulliken_spin:R:1
Ir -0.21 -1.03 -0.20 0.635
C 0.31 -2.53 -1.73 0.095
C 0.74 -1.26 -2.28 -0.073
C 1.70 -0.71 -1.35 -0.045
C 1.89 -1.71 -0.32 0.057
C 1.07 -2.84 -0.56 0.028
C 1.06 -4.14 0.21 0.015
C 2.15 -5.02 -0.44 0.005
C 1.41 -3.91 1.68 0.013
C -0.29 -4.84 0.08 -0.001
C 2.58 0.55 -1.39 -0.030
C 1.76 1.86 -1.32 -0.007
C 3.54 0.56 -0.19 -0.002
C 3.48 0.55 -2.64 -0.002
C 0.38 -0.90 -3.73 -0.001
C 0.17 0.58 -4.00 -0.004
C 1.55 -1.47 -4.57 0.000
C -0.87 -1.63 -4.23 -0.003
H -0.41 -3.19 -2.19 0.004
H 2.58 -1.61 0.50 0.027
H 3.13 -4.55 -0.37 -0.002
H 1.93 -5.20 -1.50 0.001
H 2.19 -5.98 0.07 0.001
H 2.40 -3.48 1.80 -0.002
H 1.41 -4.87 2.20 0.000
H 0.67 -3.27 2.17 -0.006
H -0.53 -5.09 -0.95 -0.001
H -1.09 -4.23 0.50 0.000
H -0.26 -5.78 0.64 0.000
H 1.61 2.15 -0.28 0.001
H 0.79 1.78 -1.79 0.000
H 2.31 2.66 -1.81 0.000
H 3.02 0.53 0.76 0.000
H 4.11 1.48 -0.22 0.000
H 4.25 -0.27 -0.24 -0.001
H 2.95 0.75 -3.56 0.000
H 4.00 -0.41 -2.74 0.000
H 4.23 1.33 -2.52 0.000
H 1.04 1.19 -3.81 0.000
H -0.66 0.97 -3.41 0.004
H -0.09 0.71 -5.06 0.000
H 2.51 -1.06 -4.31 0.000
H 1.36 -1.26 -5.62 0.000
H 1.60 -2.56 -4.46 0.000
H -1.78 -1.25 -3.77 0.000
H -0.82 -2.71 -4.11 0.000
H -0.96 -1.44 -5.30 0.000
S -0.65 3.15 1.42 -0.002
C 0.56 2.37 2.40 0.003
C 1.29 2.90 3.46 0.000
C 2.12 2.05 4.16 0.002
C 2.21 0.69 3.83 -0.001
C 1.49 0.17 2.77 0.016
C 0.67 1.02 2.05 -0.021
N -0.15 0.68 0.98 0.023
C -0.91 1.68 0.59 -0.027
C -1.87 1.39 -0.46 0.019
C -2.91 2.24 -0.83 -0.010
C -3.88 1.77 -1.70 0.019
C -3.82 0.45 -2.14 -0.012
C -2.78 -0.39 -1.76 0.009
C -1.77 0.08 -0.94 0.121
H 1.19 3.94 3.73 0.000
H 2.70 2.44 4.99 0.000
H 2.85 0.04 4.42 0.000
H 1.52 -0.89 2.54 -0.013
H -2.97 3.24 -0.43 0.000
H -4.69 2.41 -2.01 0.000
H -4.61 0.07 -2.78 0.001
H -2.79 -1.42 -2.09 0.001
Br -2.10 1.18 4.39 0.000
C -3.28 0.50 3.07 0.003
C -4.49 1.16 2.93 0.001
C -5.41 0.73 1.99 -0.001
C -5.12 -0.36 1.18 -0.001
C -3.90 -1.00 1.31 0.001
C -2.96 -0.58 2.26 0.004
C -1.67 -1.33 2.35 -0.010
O -1.02 -1.46 3.34 0.011
O -1.28 -1.92 1.19 0.162
H -4.71 2.01 3.56 0.000
H -6.36 1.24 1.90 0.000
H -5.84 -0.71 0.45 0.000
H -3.66 -1.85 0.68 -0.001
```

=====

[3]
Below is 3 unconnected molecules or ions with the total composition C2H13N2O2 at a distorted geometry, with properties calculated with wB97M-V/def2-TZVPD.

**Total charge**: +1
**Lowest unoccupied orbital energy**: -2.88 eV

The geometry in XYZ format:
```
19
Properties=species:S:1:pos:R:3:mulliken_charge:R:1
C 1.22 -0.72 1.52 -0.459
N 0.59 0.42 2.20 -0.553
C 1.60 -0.26 0.11 -0.664
N 0.43 0.43 -0.56 -0.254
H 0.55 -1.57 1.40 0.318
H 2.11 -1.12 2.00 0.373
H -0.20 0.16 2.77 0.198
H 1.24 0.81 2.86 0.231
H 1.85 -1.16 -0.45 0.313
H 2.44 0.42 0.03 0.398
H 0.69 1.06 -1.31 0.376
H 0.05 -0.35 -1.11 0.328
H -0.14 0.85 0.17 0.370
H -2.07 -1.46 0.26 0.276
H -1.70 -2.41 -0.87 0.296
O -1.42 -1.59 -0.44 -0.569
H -1.75 2.58 -2.61 0.312
H -2.26 1.19 -2.82 0.309
O -1.66 1.67 -2.28 -0.597
```

=====

[4]
Below is a molecular structure, C48H52BClFeN8O4, with properties calculated with wB97M-V/def2-TZVPD.

**Spin multiplicity**: 6
**Total charge**: -1
**Lowest unoccupied orbital energy (alpha / beta)**: 2.35 / 1.92 eV

The geometry in XYZ format:
```
115
Properties=species:S:1:pos:R:3:mulliken_spin:R:1
Fe 0.29 0.10 0.18 2.325
C -1.86 -2.00 3.39 -0.006
C -1.10 -1.71 2.24 0.046
N -0.61 -0.52 1.99 -0.011
C -0.91 0.52 2.82 0.020
C -1.69 0.33 3.98 0.002
C -2.15 -0.98 4.25 0.000
C -2.02 1.43 4.80 -0.003
C -1.60 2.67 4.41 0.002
C -0.83 2.88 3.25 -0.007
C -0.42 1.82 2.43 0.021
N 0.34 1.82 1.32 -0.009
C 1.07 2.86 0.78 -0.047
C 1.11 4.22 1.11 0.108
C 1.85 5.12 0.33 -0.042
C 2.56 4.71 -0.77 0.057
C 2.60 3.34 -1.10 -0.155
C 3.31 2.85 -2.24 0.502
C 3.32 1.48 -2.48 -0.125
C 2.72 0.60 -1.63 0.314
N 2.00 1.04 -0.51 0.021
C 1.90 2.46 -0.28 0.187
H -2.21 -3.00 3.56 0.001
H -0.88 -2.48 1.52 -0.005
H -2.74 -1.15 5.14 0.000
H -2.62 1.28 5.69 0.000
H -1.86 3.54 5.00 0.000
H -0.59 3.89 3.00 -0.005
H 0.56 4.62 1.93 0.018
H 1.83 6.17 0.60 -0.003
H 3.08 5.42 -1.40 0.000
H 3.80 3.54 -2.91 0.020
H 3.84 1.07 -3.33 -0.001
H 2.76 -0.47 -1.73 0.058
N 3.13 0.13 1.55 -0.074
C 2.34 0.32 0.71 -0.022
O -2.26 2.91 -0.41 -0.001
Cl -1.47 2.94 -1.62 0.004
O -0.80 4.19 -1.75 0.002
O -2.32 2.72 -2.76 0.001
O -0.47 1.86 -1.57 0.045
N -3.91 0.06 -0.82 0.074
C -3.54 -0.19 -2.13 0.729
C -2.09 -0.56 -2.08 -0.049
N -1.76 -0.48 -0.64 0.149
C -2.82 -0.10 -0.03 -0.034
H -4.75 0.52 -0.53 0.002
H -4.06 0.29 -2.94 -0.005
H -1.50 0.19 -2.62 -0.002
H -2.88 0.10 1.03 0.060
C -2.77 -4.72 1.12 -0.029
C -1.67 -4.80 0.06 -0.001
C -1.44 -6.27 -0.31 -0.008
C -2.03 -3.94 -1.14 -0.120
C -3.27 -4.24 -1.77 0.546
C -3.68 -3.54 -2.92 -0.161
C -2.95 -2.51 -3.38 0.396
C -1.71 -1.98 -2.71 0.017
C -0.68 -1.75 -3.86 0.078
C -0.36 -3.04 -4.61 -0.020
C 0.62 -1.03 -3.52 0.013
C -1.24 -2.92 -1.61 0.284
N 0.11 -2.84 -1.16 0.058
B 0.93 -1.89 -0.35 -0.351
N 2.14 -2.70 -0.11 0.008
C 2.01 -3.94 -0.75 0.009
C 0.84 -4.01 -1.37 0.006
C 3.33 -2.63 0.69 0.007
C 3.24 -2.80 2.08 0.009
C 4.40 -2.88 2.83 0.002
C 5.65 -2.78 2.23 0.001
C 5.73 -2.60 0.86 0.002
C 4.59 -2.53 0.07 -0.013
C 4.76 -2.35 -1.42 0.022
C 5.59 -1.11 -1.74 0.008
C 5.41 -3.58 -2.07 -0.001
C 1.90 -2.90 2.77 -0.015
C 1.80 -1.94 3.96 -0.001
C 1.59 -4.34 3.19 0.000
H -2.42 -5.16 2.06 0.003
H -3.66 -5.27 0.81 0.000
H -3.07 -3.69 1.30 0.017
H -0.74 -4.42 0.49 0.000
H -2.32 -6.69 -0.80 0.001
H -1.24 -6.86 0.59 0.000
H -0.58 -6.39 -0.98 0.000
H -3.88 -5.04 -1.38 0.039
H -4.58 -3.84 -3.43 0.003
H -3.26 -1.97 -4.27 0.001
H -1.23 -1.09 -4.55 0.013
H 0.23 -3.71 -3.99 -0.005
H 0.23 -2.82 -5.51 -0.003
H -1.26 -3.57 -4.92 -0.002
H 1.36 -1.72 -3.11 -0.009
H 0.48 -0.21 -2.82 0.084
H 1.04 -0.60 -4.43 0.003
H 2.79 -4.68 -0.68 0.000
H 0.43 -4.82 -1.95 -0.014
H 4.33 -3.01 3.90 0.000
H 6.55 -2.82 2.83 0.000
H 6.70 -2.51 0.40 0.000
H 3.77 -2.24 -1.87 -0.009
H 6.64 -1.25 -1.46 -0.001
H 5.22 -0.23 -1.21 -0.004
H 5.57 -0.90 -2.82 0.001
H 6.43 -3.72 -1.70 0.000
H 5.46 -3.47 -3.15 0.000
H 4.85 -4.49 -1.86 0.000
H 1.16 -2.60 2.04 -0.023
H 2.49 -2.22 4.76 0.000
H 0.79 -1.96 4.38 -0.001
H 2.03 -0.92 3.65 -0.001
H 2.31 -4.69 3.93 0.000
H 1.63 -5.01 2.33 0.001
H 0.59 -4.40 3.63 0.000
```

=====

[5]
Below is a molecular structure, C2H12O6V at a distorted geometry, with properties calculated with wB97M-V/def2-TZVPD.

**Spin multiplicity**: 4
**Total charge**: 0
**Lowest unoccupied orbital energy (alpha / beta)**: -0.12 / -0.14 eV

The geometry in XYZ format:
```
21
Properties=species:S:1:pos:R:3:mulliken_spin:R:1
V 0.52 -0.12 -0.24 2.967
O -0.53 -0.74 1.60 -0.008
C -1.83 -0.41 1.13 0.005
C -1.74 1.07 0.81 -0.008
O -1.11 1.18 -0.44 0.000
H -2.39 -0.50 2.05 -0.001
H -2.22 -1.02 0.31 0.002
H -1.11 1.68 1.48 0.002
H -2.72 1.48 0.74 -0.001
O 1.59 0.75 -1.96 0.003
H 1.16 1.10 -2.79 0.005
H 2.37 1.32 -1.86 0.001
O 2.04 -1.66 0.25 0.007
H 2.63 -1.74 0.99 0.002
H 1.56 -2.54 0.31 0.002
O -0.49 -1.51 -1.99 0.010
H -0.55 -2.35 -2.45 0.001
H -1.32 -1.11 -2.06 0.001
O 1.52 1.63 1.03 0.003
H 0.78 2.20 1.23 0.001
H 1.86 1.31 1.87 0.003
```

=====

[6]
Below is a molecular structure, C53H38N13O6Se2Y, with properties calculated with wB97M-V/def2-TZVPD.

**Total charge**: 0
**Lowest unoccupied orbital energy**: -1.05 eV

The geometry in XYZ format:
```
113
Properties=species:S:1:pos:R:3:mulliken_charge:R:1
Y -0.25 0.04 -0.40 -0.884
C 4.04 -2.50 -4.93 -0.835
C 3.22 -3.65 -4.83 -0.687
C 2.01 -3.62 -4.19 -0.346
C 1.59 -2.40 -3.62 0.314
C 0.45 -2.02 -2.87 -0.586
N 0.57 -0.70 -2.51 0.374
C 1.72 -0.24 -3.03 -1.112
N 2.20 1.07 -2.78 0.879
C 1.37 2.18 -2.97 -0.986
C 2.13 3.58 -3.00 1.248
C 3.19 4.47 -3.60 -1.695
C 2.98 5.76 -3.28 -0.483
C 1.89 6.39 -2.44 -0.634
C 0.82 5.86 -1.80 -0.977
C 0.60 4.37 -1.87 1.788
C -0.46 3.34 -1.51 0.386
N -1.42 3.60 -0.53 -0.254
C -2.23 2.69 -0.14 -0.776
N -2.19 1.32 -0.39 -0.315
C -3.36 0.78 0.05 0.322
N -3.81 -0.43 -0.08 -0.502
C -3.14 -1.37 -0.80 0.499
N -1.93 -1.29 -1.34 0.091
C -1.65 -2.52 -1.96 -0.394
N -0.59 -2.85 -2.60 -0.377
C -2.79 -3.42 -1.75 0.240
C -3.05 -4.72 -2.14 -0.103
C -4.26 -5.28 -1.77 -0.667
C -5.21 -4.54 -1.05 -0.753
C -4.96 -3.23 -0.67 -0.215
C -3.73 -2.69 -1.04 -0.075
C -4.16 1.82 0.74 -0.419
C -5.39 1.76 1.37 0.426
C -5.87 2.93 1.94 -0.842
C -5.15 4.12 1.85 -0.874
C -3.92 4.17 1.19 0.074
C -3.45 3.00 0.65 0.202
N -0.85 2.47 -2.65 -1.214
C 2.41 -1.25 -3.73 0.821
C 3.65 -1.30 -4.40 -0.673
H 4.99 -2.57 -5.45 0.422
H 3.57 -4.58 -5.27 0.407
H 1.39 -4.50 -4.12 0.543
H 4.02 4.15 -4.21 0.525
H 3.69 6.49 -3.67 0.468
H 2.00 7.46 -2.35 0.460
H 0.16 6.51 -1.23 0.482
H -2.31 -5.28 -2.71 0.582
H -4.49 -6.30 -2.05 0.413
H -6.15 -5.01 -0.78 0.420
H -5.68 -2.65 -0.11 0.580
H -5.94 0.83 1.42 0.584
H -6.82 2.93 2.45 0.403
H -5.55 5.02 2.30 0.429
H -3.37 5.10 1.09 0.586
H 4.27 -0.42 -4.48 0.481
C 1.83 1.79 3.01 -1.047
Se 0.72 2.60 1.65 0.391
C -0.59 3.46 2.82 -0.371
C -1.21 2.58 3.89 -1.059
Se -1.72 0.81 3.23 0.398
C -3.38 0.63 4.23 -1.197
H 2.24 2.56 3.67 0.523
H 2.64 1.27 2.49 0.295
H 1.26 1.06 3.57 0.102
H -1.34 3.84 2.13 -0.260
H -0.09 4.31 3.28 0.728
H -2.13 3.05 4.26 0.591
H -0.54 2.45 4.74 0.442
H -3.18 0.58 5.30 0.394
H -3.85 -0.29 3.90 0.319
H -4.03 1.47 4.00 0.306
N 3.84 0.46 -1.10 0.097
C 2.87 1.37 -1.54 1.150
C 2.65 2.53 -0.88 -2.534
C 2.07 3.80 -1.50 -0.340
C 0.74 4.10 -3.38 -0.808
C 0.15 2.75 -3.71 -0.246
N 0.23 2.06 -1.72 1.579
C 3.62 -0.87 -0.80 0.359
C 4.70 -1.77 -0.81 -1.301
C 4.45 -3.10 -0.55 -0.756
C 3.14 -3.51 -0.30 -1.489
C 2.16 -2.54 -0.30 -0.136
N 2.38 -1.24 -0.51 1.200
H 4.80 0.76 -1.16 0.385
H 3.20 2.65 0.04 0.729
H 2.67 4.62 -1.11 0.721
H 0.58 4.93 -4.05 0.495
H -0.14 2.51 -4.73 0.591
H 5.69 -1.42 -1.05 0.521
H 5.26 -3.82 -0.57 0.439
H 2.89 -4.54 -0.13 0.597
H 1.13 -2.83 -0.11 0.508
O 0.82 -0.70 1.62 -0.300
C -0.03 -1.59 1.87 1.232
O -1.09 -1.69 1.21 -0.275
C 0.25 -2.55 2.98 -0.060
C -0.71 -3.47 3.36 -0.451
C -0.42 -4.35 4.39 -0.636
C 0.80 -4.35 5.04 -0.326
C 1.73 -3.42 4.63 -0.688
C 1.49 -2.52 3.61 -0.380
N 3.05 -3.40 5.31 1.089
O 3.86 -2.58 4.92 -0.620
O 3.24 -4.22 6.18 -0.639
N -1.45 -5.32 4.82 1.082
O -2.50 -5.31 4.22 -0.618
O -1.13 -6.12 5.67 -0.632
H -1.67 -3.50 2.86 0.791
H 1.01 -5.05 5.84 0.623
H 2.24 -1.81 3.31 0.718
```

=====

Energy relative to the best compared isomer or geometry (same formula, charge and spin) (computed, kcal/mol): 71.5; 0.0; 10.8; 73.7; 14.6; 242.4